{"formula": "C6H14ClI2NO3PPm", "method": "ωB97M-V with the def2-TZVPD basis set", "elements": ["Pm", "I", "I", "Cl", "P", "O", "O", "O", "N", "C", "C", "C", "C", "C", "C", "H", "H", "H", "H", "H", "H", "H", "H", "H", "H", "H", "H", "H", "H"], "xyz": [[0.344, -0.793, -0.302], [-2.457, 2.623, -2.132], [-0.629, 4.064, -0.982], [0.073, -2.763, 1.184], [-2.073, 0.885, 1.249], [2.494, -0.687, -0.870], [1.110, -2.139, -1.851], [1.141, 1.291, -3.326], [4.659, -1.466, -1.655], [0.692, 0.824, -2.361], [-3.283, 2.245, 1.574], [-3.285, -0.449, 1.505], [2.273, -1.650, -1.681], [3.508, -2.097, -2.440], [-1.364, 0.860, 2.989], [-3.991, 2.282, 0.757], [-0.814, -0.066, 3.180], [-2.163, 0.994, 3.735], [-3.824, 2.035, 2.502], [3.549, -3.200, -2.451], [-3.946, -0.223, 2.359], [5.437, -2.137, -1.769], [-2.825, -1.426, 1.650], [-3.906, -0.485, 0.600], [4.858, -0.546, -2.068], [4.386, -1.228, -0.673], [-2.774, 3.199, 1.679], [-0.666, 1.707, 3.066], [3.475, -1.655, -3.464]], "total_energy_ev": -68636.0366, "spin_multiplicity": 5, "molar_mass_g_mol": 613.4, "homo_lumo_gap_ev": [7.28, 7.50], "charge": 2, "homo_ha": [-0.5381, -0.5381]}

{"formula": "C34H87NO10", "method": "ωB97M-V with the def2-TZVPD basis set", "elements": ["O", "O", "O", "O", "O", "O", "O", "O", "O", "O", "N", "C", "C", "C", "C", "C", "C", "C", "C", "C", "C", "C", "C", "C", "C", "C", "C", "C", "C", "C", "C", "C", "C", "C", "C", "C", "C", "C", "C", "C", "C", "C", "C", "C", "C", "H", "H", "H", "H", "H", "H", "H", "H", "H", "H", "H", "H", "H", "H", "H", "H", "H", "H", "H", "H", "H", "H", "H", "H", "H", "H", "H", "H", "H", "H", "H", "H", "H", "H", "H", "H", "H", "H", "H", "H", "H", "H", "H", "H", "H", "H", "H", "H", "H", "H", "H", "H", "H", "H", "H", "H", "H", "H", "H", "H", "H", "H", "H", "H", "H", "H", "H", "H", "H", "H", "H", "H", "H", "H", "H", "H", "H", "H", "H", "H", "H", "H", "H", "H", "H", "H", "H"], "xyz": [[12.519, -3.919, 13.193], [19.099, -5.634, 17.557], [18.251, -6.824, 11.992], [15.573, -13.816, 14.768], [13.006, -3.354, 16.027], [16.060, -9.350, 17.118], [14.284, -9.453, 19.549], [8.705, -9.849, 17.149], [18.964, -9.507, 16.140], [12.970, -14.160, 13.559], [13.543, -13.929, 12.277], [18.276, -5.450, 13.839], [14.438, -8.056, 19.842], [10.760, -8.652, 17.798], [12.226, -15.920, 11.375], [16.066, -9.596, 14.663], [14.112, -8.571, 15.913], [19.673, -10.758, 16.233], [15.067, -4.488, 16.161], [17.196, -14.221, 16.502], [15.203, -9.598, 15.955], [13.219, -7.710, 20.652], [13.470, -12.540, 10.298], [12.797, -12.763, 11.629], [16.181, -5.776, 12.539], [14.155, -14.958, 10.128], [9.803, -9.076, 16.659], [14.466, -16.088, 12.242], [10.299, -4.544, 14.087], [18.222, -6.723, 17.709], [10.472, -9.701, 15.473], [13.571, -15.197, 11.475], [15.924, -13.493, 16.111], [17.651, -5.618, 12.449], [19.413, -11.275, 17.598], [14.727, -13.876, 16.982], [14.183, -3.391, 16.769], [13.505, -13.827, 9.420], [13.127, -11.568, 12.513], [13.874, -3.814, 18.201], [11.296, -12.936, 11.490], [15.733, -7.846, 20.592], [11.599, -4.989, 13.431], [21.207, -10.636, 15.945], [12.304, -6.124, 14.264], [9.032, -10.713, 17.408], [14.129, -15.918, 9.594], [15.969, -6.651, 13.165], [13.849, -13.283, 16.703], [12.613, -11.684, 13.470], [14.702, -10.580, 16.100], [10.829, -11.983, 11.206], [16.098, -4.522, 16.501], [12.319, -8.196, 20.286], [13.992, -13.560, 8.487], [21.436, -10.235, 14.949], [21.753, -10.023, 16.665], [19.775, -10.548, 18.337], [12.625, -3.455, 14.030], [14.511, -12.237, 10.384], [14.573, -5.446, 16.283], [19.944, -5.890, 17.943], [15.402, -9.842, 13.812], [21.615, -11.643, 16.010], [19.152, -9.048, 15.310], [15.847, -6.778, 20.830], [16.278, -13.463, 14.217], [14.948, -13.643, 18.025], [11.320, -5.293, 12.415], [17.165, -15.302, 16.420], [15.079, -4.343, 15.076], [16.979, -9.557, 16.904], [13.285, -4.734, 18.123], [13.262, -6.343, 13.787], [10.916, -13.257, 12.454], [9.573, -5.354, 14.114], [19.356, -5.482, 13.827], [17.925, -6.270, 14.477], [18.062, -13.878, 15.909], [17.649, -6.554, 18.630], [17.523, -6.761, 16.876], [16.096, -12.403, 16.136], [15.665, -4.921, 12.971], [14.677, -2.412, 16.658], [9.752, -10.061, 14.732], [11.679, -15.873, 12.313], [13.029, -6.625, 20.666], [13.383, -7.963, 21.705], [15.329, -15.514, 12.567], [15.215, -14.704, 10.246], [13.973, -16.542, 13.110], [13.533, -8.693, 16.830], [14.431, -7.492, 18.885], [18.023, -4.843, 11.768], [10.988, -13.645, 10.713], [14.197, -11.535, 12.683], [14.802, -16.934, 11.624], [11.466, -7.910, 17.376], [11.558, -15.620, 10.551], [12.433, -5.830, 15.302], [12.765, -10.632, 12.080], [15.036, -9.709, 19.017], [18.343, -11.370, 17.768], [11.077, -10.581, 15.756], [11.436, -9.423, 18.182], [18.745, -7.676, 17.783], [12.514, -16.975, 11.230], [14.427, -7.536, 15.813], [17.976, -4.547, 14.367], [10.455, -4.221, 15.122], [9.359, -8.153, 16.269], [15.699, -8.392, 21.538], [12.420, -2.696, 16.426], [19.884, -12.240, 17.779], [12.469, -14.089, 9.137], [16.644, -8.128, 20.053], [13.432, -8.855, 15.107], [17.508, -13.980, 17.533], [13.721, -13.915, 14.107], [15.736, -5.967, 11.552], [10.266, -8.164, 18.629], [9.890, -3.716, 13.505], [17.868, -7.110, 11.157], [13.229, -3.032, 18.608], [12.969, -11.786, 9.685], [19.228, -11.416, 15.457], [11.137, -8.986, 14.973], [14.446, -14.926, 16.892], [11.638, -6.988, 14.227], [16.598, -8.696, 14.336], [16.817, -10.402, 14.659], [14.769, -3.938, 18.800]], "total_energy_ev": -58632.4826, "molar_mass_g_mol": 670.1, "homo_lumo_gap_ev": 8.82, "charge": 0, "homo_ha": -0.3121}

{"formula": "C7H12ClN", "method": "ωB97M-V with the def2-TZVPD basis set", "elements": ["Cl", "N", "C", "C", "C", "C", "C", "C", "C", "H", "H", "H", "H", "H", "H", "H", "H", "H", "H", "H", "H"], "xyz": [[-2.089, -1.412, 0.700], [-0.053, 0.378, 0.589], [0.992, -1.557, -0.675], [0.889, -0.314, 0.144], [-1.525, 0.228, 0.309], [-2.353, 1.240, 1.163], [-1.781, 0.466, -1.230], [2.178, 0.135, 0.649], [3.287, -0.444, 0.530], [-3.383, 0.816, 0.942], [4.140, -0.073, 1.169], [-2.145, 1.046, 2.260], [3.313, -1.448, 0.023], [2.161, 0.958, 1.358], [-1.756, 1.469, -1.492], [-0.946, 0.008, -1.695], [1.344, -2.319, 0.023], [-2.255, 2.299, 1.049], [-2.608, 0.102, -1.719], [1.866, -1.585, -1.368], [0.163, -1.744, -1.260]], "total_energy_ev": -21460.1267, "spin_multiplicity": 3, "e_above_lowest_kcal_mol": 0.0, "molar_mass_g_mol": 145.6, "homo_lumo_gap_ev": [6.13, 6.87], "charge": 0, "homo_ha": [-0.1948, -0.3480]}

{"formula": "C2H3INOS", "method": "ωB97M-V with the def2-TZVPD basis set", "elements": ["I", "S", "O", "N", "C", "C", "H", "H", "H"], "xyz": [[-3.574, 1.396, 0.259], [-2.382, -0.472, -0.604], [-1.495, -1.377, 1.018], [1.797, 0.135, -0.031], [0.361, 0.298, -0.441], [-0.725, -0.273, -0.286], [2.321, 0.810, -0.592], [1.914, -0.809, -0.343], [1.784, 0.293, 1.021]], "total_energy_ev": -24581.4624, "e_above_lowest_kcal_mol": 92.1, "molar_mass_g_mol": 216.0, "homo_lumo_gap_ev": 7.35, "charge": 1, "homo_ha": -0.4859}

{"formula": "C3H6P2", "method": "ωB97M-V with the def2-TZVPD basis set", "elements": ["P", "P", "C", "C", "C", "H", "H", "H", "H", "H", "H"], "xyz": [[0.577, -2.526, 0.046], [0.904, -2.091, -1.905], [-0.320, 0.363, 0.068], [-0.592, 1.753, 0.535], [0.249, -0.501, 0.842], [-0.239, 0.359, -1.019], [0.370, 2.207, 0.240], [0.517, -0.290, 1.877], [-1.320, 2.192, -0.085], [0.652, -3.370, -2.250], [-0.796, 1.903, 1.651]], "total_energy_ev": -21782.7399, "e_above_lowest_kcal_mol": 39.1, "molar_mass_g_mol": 104.0, "homo_lumo_gap_ev": 8.16, "charge": 0, "homo_ha": -0.3295}

charge of number 4 (C2H3INOS)?
+1